The following is a quantum chemistry calculation of a cluster of 5 separate species, C40H83Br2N3O23P5 in total, from OMol25.

Last column: Mulliken charge in e.
Cartesian coordinates (Å):
C: -5.33 0.90 4.23  -1.209
C: -4.09 1.76 4.25  -0.521
O: -3.51 1.70 2.95  0.012
C: -2.47 2.60 2.75  -2.084
C: -1.36 2.06 1.86  -0.480
C: -1.73 1.10 0.72  1.841
C: -1.91 -0.42 1.12  -0.379
Br: -3.76 -0.99 1.30  0.015
C: -1.16 -0.97 2.33  -0.760
C: -1.60 -0.58 3.74  -1.025
Br: 0.79 -0.76 2.24  -0.172
C: -0.52 1.09 -0.23  -2.308
N: -1.00 1.02 -1.64  1.083
C: 0.12 0.50 -2.50  -1.449
C: -0.06 -0.99 -2.71  -0.139
C: 0.38 -1.87 -1.70  -0.418
C: 0.20 -3.25 -1.79  -1.272
C: -0.45 -3.79 -2.90  -1.125
C: -0.87 -2.93 -3.91  -0.825
C: -0.69 -1.53 -3.84  1.362
C: -1.20 -0.74 -5.02  -1.690
C: -1.76 2.29 -2.02  -0.370
C: -0.94 3.55 -1.73  -1.053
C: 0.41 3.66 -2.41  -1.555
O: 0.52 4.09 -3.51  -0.515
N: 1.54 3.28 -1.61  0.665
C: 2.62 2.80 -2.50  -1.158
C: 2.03 4.54 -0.95  -1.215
C: -2.02 2.23 -3.52  -0.190
C: -2.68 3.46 -4.16  0.338
C: -3.53 3.18 -5.33  -1.360
O: -2.16 3.80 -5.37  -0.624
C: -3.07 2.24 -1.12  0.886
C: -3.58 3.66 -0.75  -0.475
C: -5.04 3.83 -0.33  -1.680
N: -5.39 3.18 0.93  -0.238
P: -4.44 1.25 -1.92  0.341
O: -5.49 0.82 -1.00  -0.730
O: -5.08 2.12 -3.09  -0.489
O: -3.68 -0.05 -2.48  -0.572
O: -2.95 1.53 0.12  -0.085
H: -5.83 0.95 3.27  0.237
H: -5.07 -0.14 4.40  0.272
H: -6.01 1.21 5.03  0.406
H: -4.33 2.79 4.52  0.475
H: -3.39 1.32 4.96  0.373
H: -2.02 2.83 3.73  0.643
H: -2.87 3.56 2.40  0.669
H: -0.92 2.93 1.37  0.108
H: -0.57 1.66 2.48  0.757
H: -1.59 -1.00 0.26  0.381
H: -1.30 -2.04 2.29  0.927
H: -2.67 -0.62 3.85  -0.052
H: -1.19 0.38 4.04  0.226
H: -1.16 -1.31 4.42  0.589
H: 0.18 1.89 -0.08  0.431
H: 0.02 0.17 -0.08  0.253
H: -1.71 0.27 -1.63  0.497
H: 0.25 0.97 -3.46  1.543
H: 1.06 0.61 -1.98  0.813
H: 0.88 -1.49 -0.82  0.384
H: 0.52 -3.91 -1.01  0.977
H: -0.61 -4.85 -2.94  0.515
H: -1.37 -3.35 -4.77  0.571
H: -2.26 -0.51 -4.95  0.285
H: -1.06 -1.33 -5.92  0.547
H: -0.62 0.17 -5.15  0.346
H: -1.48 4.44 -2.02  1.160
H: -0.75 3.65 -0.66  0.486
H: 3.34 2.30 -1.86  0.406
H: 3.11 3.60 -3.04  0.387
H: 2.26 2.07 -3.21  0.377
H: 1.64 5.43 -1.45  0.401
H: 1.71 4.58 0.09  0.275
H: 3.11 4.58 -1.00  0.505
H: -2.54 1.35 -3.87  0.329
H: -1.08 2.27 -4.07  0.904
H: -3.02 4.26 -3.51  0.617
H: -3.40 2.26 -5.88  0.298
H: -4.09 4.02 -5.70  0.417
H: -3.41 4.40 -1.52  0.461
H: -2.97 3.95 0.11  0.266
H: -5.18 4.91 -0.24  0.545
H: -5.74 3.51 -1.09  0.427
H: -5.06 3.70 1.73  0.145
H: -6.39 3.09 0.99  0.248
H: -5.87 1.67 -3.42  0.384
H: -4.31 -0.60 -2.97  0.479
C: 3.14 -7.69 -0.41  -0.690
O: 1.88 -8.14 0.10  -0.345
P: 1.08 -7.18 1.06  0.729
O: 0.77 -5.85 0.54  -0.342
O: 1.94 -7.09 2.40  -0.203
C: 2.47 -8.29 2.98  -0.757
O: -0.15 -8.10 1.42  -0.327
C: -1.12 -7.57 2.33  -0.634
H: 3.13 -7.83 -1.49  0.263
H: 3.31 -6.64 -0.19  0.326
H: 3.93 -8.29 0.02  0.271
H: 3.54 -8.35 2.76  0.273
H: 1.97 -9.18 2.61  0.354
H: 2.34 -8.22 4.06  0.270
H: -0.80 -7.74 3.36  0.260
H: -2.05 -8.11 2.16  0.241
H: -1.28 -6.51 2.16  0.267
C: -0.57 -2.28 9.40  -0.705
O: 0.65 -1.68 8.95  -0.345
P: 1.26 -2.20 7.59  0.792
O: 0.39 -2.11 6.42  -0.369
O: 1.75 -3.68 7.87  -0.242
C: 2.50 -3.97 9.07  -0.760
O: 2.58 -1.33 7.52  -0.306
C: 3.45 -1.55 6.41  -0.595
H: -1.27 -1.49 9.65  0.258
H: -1.01 -2.93 8.65  0.338
H: -0.36 -2.86 10.30  0.272
H: 1.84 -4.46 9.79  0.274
H: 2.92 -3.07 9.51  0.349
H: 3.30 -4.65 8.80  0.271
H: 4.11 -2.40 6.61  0.262
H: 4.06 -0.66 6.28  0.236
H: 2.89 -1.73 5.49  0.241
C: 3.07 8.58 1.88  -0.664
O: 4.40 8.15 2.17  -0.350
P: 4.66 6.61 2.38  0.873
O: 4.27 5.73 1.28  -0.414
O: 3.91 6.23 3.73  -0.216
C: 4.05 7.07 4.89  -0.734
O: 6.19 6.63 2.74  -0.365
C: 6.82 5.38 3.04  -0.652
H: 3.11 9.23 1.00  0.267
H: 2.41 7.74 1.67  0.297
H: 2.69 9.15 2.72  0.263
H: 3.15 7.66 5.01  0.261
H: 4.92 7.72 4.80  0.356
H: 4.18 6.43 5.76  0.280
H: 6.66 5.13 4.09  0.263
H: 7.89 5.50 2.87  0.236
H: 6.44 4.59 2.41  0.300
C: 0.49 -6.06 -8.99  -0.716
O: 1.38 -5.23 -8.22  -0.315
P: 1.04 -3.69 -8.12  1.135
O: -0.28 -3.36 -7.59  -0.632
O: 1.29 -3.10 -9.57  -0.317
C: 2.47 -3.45 -10.30  -0.736
O: 2.27 -3.19 -7.26  -0.323
C: 2.35 -1.79 -6.98  -0.516
H: 0.21 -6.92 -8.39  0.264
H: -0.41 -5.52 -9.29  0.344
H: 1.02 -6.40 -9.88  0.261
H: 2.22 -4.19 -11.06  0.272
H: 3.24 -3.86 -9.64  0.352
H: 2.85 -2.56 -10.78  0.284
H: 2.81 -1.27 -7.81  0.277
H: 2.96 -1.67 -6.09  0.244
H: 1.35 -1.38 -6.79  0.134

molar mass: 1288.780 g mol⁻¹
LUMO: -0.059 Ha
net charge: +1
orbital gap: 9.084 eV
E_tot: -280921.3745 eV
largest force on an atom: 3.162 eV Å⁻¹